Record 1
{
  "formula": "C3H7NO2",
  "method": "wB97M-V/def2-TZVPD",
  "smiles": "NC(=O)CCO",
  "symbols": ["O", "H", "C", "N", "C", "H", "O", "H", "C", "H", "H", "H", "H"],
  "xyz": [[2.016, -1.594, 0.037], [0.748, 0.112, 1.644], [0.132, -0.425, 0.914], [0.801, -0.415, -1.468], [1.078, -0.856, -0.206], [-1.307, 2.100, -0.448], [-0.579, 1.627, -0.036], [-1.641, 0.647, 1.469], [-1.069, 0.429, 0.554], [1.529, -0.582, -2.148], [0.231, 0.409, -1.583], [-1.737, -0.107, -0.136], [-0.201, -1.345, 1.407]],
  "forces_ev_per_a": [[-0.257, 0.177, -0.083], [-0.044, -0.076, -0.087], [0.025, -0.027, 0.081], [0.111, -0.060, 0.038], [0.083, -0.108, 0.060], [-0.080, 0.089, 0.098], [-0.081, 0.166, -0.170], [0.111, -0.006, -0.184], [-0.051, -0.309, 0.095], [-0.126, -0.018, 0.056], [0.123, -0.014, 0.092], [0.137, 0.081, 0.057], [0.051, 0.105, -0.051]]
}



Record 2
{
  "formula": "C4H5N3O2",
  "method": "wB97M-V/def2-TZVPD",
  "symbols": ["H", "O", "H", "C", "H", "C", "H", "N", "C", "N", "O", "H", "C", "N"],
  "xyz": [[-0.976, -2.539, 1.107], [-1.634, 0.854, -0.105], [-0.728, 2.883, 0.331], [1.712, -0.520, -0.002], [1.449, -1.723, 0.076], [-0.333, 1.186, 0.150], [3.500, -0.259, -0.509], [0.277, -0.024, 0.103], [-0.715, -1.089, -0.004], [2.654, 0.325, -0.200], [-0.132, -2.297, 0.117], [-2.847, -0.761, -0.687], [-1.934, -0.402, -0.299], [0.118, 2.397, 0.170]],
  "forces_ev_per_a": [[4.011, 0.112, -4.243], [-1.899, 4.297, 0.071], [-1.011, 1.598, -0.214], [-2.593, 0.341, -0.038], [2.244, 3.106, -0.398], [0.977, 0.642, -1.652], [-1.145, 1.120, 1.003], [2.211, -2.623, 0.790], [-1.049, 4.513, -1.733], [0.050, -3.040, -0.656], [-5.956, -2.425, 4.721], [-0.852, 0.085, 0.054], [4.934, -4.981, 1.436], [0.079, -2.747, 0.861]]
}



Record 3
{
  "formula": "C5H5NO",
  "method": "wB97M-V/def2-TZVPD",
  "smiles": "C#CC(=O)[C@H]1CN1",
  "symbols": ["C", "H", "O", "C", "H", "H", "N", "H", "C", "H", "C", "C"],
  "xyz": [[1.894, -0.059, 0.190], [-1.767, 0.743, 1.230], [0.224, -0.238, 1.823], [0.525, 0.047, 0.680], [-0.121, 1.078, -1.161], [4.011, -0.217, -0.627], [-1.790, 0.897, 0.222], [-1.700, -1.290, 0.126], [-1.686, -0.373, -0.462], [-2.173, -0.424, -1.432], [-0.493, 0.512, -0.311], [3.013, -0.141, -0.250]],
  "forces_ev_per_a": [[0.578, -0.050, -0.203], [-0.007, 0.007, -0.096], [0.162, 0.100, -0.451], [-0.178, -0.081, 0.296], [-0.063, -0.105, 0.128], [-0.191, 0.015, 0.079], [-0.043, 0.085, 0.159], [0.029, 0.165, -0.066], [-0.123, -0.242, -0.138], [0.089, 0.002, 0.144], [0.227, 0.065, -0.032], [-0.480, 0.040, 0.178]]
}



Record 4
{
  "formula": "C5H9NO",
  "method": "wB97M-V/def2-TZVPD",
  "symbols": ["N", "H", "H", "C", "C", "C", "O", "H", "H", "H", "H", "H", "C", "H", "C", "H"],
  "xyz": [[-0.894, 0.934, -0.345], [-1.790, -1.125, -0.639], [-2.511, -0.065, 1.484], [-1.016, -0.772, 0.060], [2.399, -0.999, -0.511], [1.429, 0.058, -0.046], [2.180, -1.775, -1.412], [0.103, -0.277, -1.750], [1.865, 1.039, -0.286], [-2.261, 1.619, 1.053], [3.372, -1.020, 0.024], [-1.556, 1.081, -1.104], [-1.746, 0.651, 1.163], [-0.991, 0.745, 1.939], [0.065, -0.100, -0.676], [1.353, 0.007, 1.047]],
  "forces_ev_per_a": [[-0.044, 0.199, -0.091], [0.115, 0.065, 0.097], [0.156, 0.066, -0.134], [0.087, -0.395, -0.247], [-0.056, -0.195, -0.247], [-0.085, -0.023, 0.011], [0.107, 0.320, 0.391], [-0.052, 0.012, 0.137], [-0.023, -0.128, 0.025], [0.081, -0.133, 0.001], [-0.094, -0.013, -0.067], [0.076, -0.055, 0.105], [-0.246, 0.352, 0.407], [-0.104, -0.041, -0.129], [0.045, -0.038, -0.133], [0.036, 0.007, -0.127]]
}



Calculated strongest force on any atom (eV/A), listed in the same order as above: 0.327; 7.978; 0.614; 0.592
Calculated gap between HOMO and LUMO (eV), listed in the same order as above: 10.228; 6.856; 10.094; 8.751